(1)
Entry from the OMol25 dataset: a structure of composition C17H14AuClN4O (ωB97M-V/def2-TZVPD).

```
! RIJCOSX wB97M-V def2-TZVPD def2/J DEFGRID3
* xyz 2 1
H 1.704 1.068 4.608
N 1.341 -1.371 0.313
H -1.412 1.465 -6.177
C 1.758 -3.508 2.011
H -2.448 0.773 3.439
N -0.024 1.049 -2.632
H 1.874 1.044 -3.461
C 2.572 -1.649 0.742
H 3.387 -1.026 0.400
N 0.314 0.936 1.589
C 0.920 0.990 3.869
C -2.230 1.127 -1.614
C -0.971 0.878 1.922
C -0.415 0.875 4.231
H -2.886 2.005 -1.603
O -3.168 0.882 0.992
C 0.489 -3.224 1.531
H 1.924 -4.336 2.686
C -1.385 0.828 3.239
H -0.701 0.839 5.274
C 1.257 1.010 2.523
H -0.663 -1.904 0.286
C -1.873 1.299 -4.090
C 0.316 -2.149 0.681
C 2.824 -2.720 1.595
H -2.945 1.373 -4.219
C 0.357 1.297 -4.959
N -1.430 1.140 -0.410
C -1.353 1.156 -2.815
C -1.015 1.362 -5.176
C 0.816 1.132 -3.671
C -1.982 0.939 0.823
H 2.285 1.092 2.196
H 1.058 1.334 -5.780
H -2.903 0.262 -1.660
H -0.364 -3.821 1.819
Cl 4.420 -3.036 2.109
Au 0.551 0.585 -0.613
*
```

The LUMO energy (alpha / beta) comes out at -9.943 / -9.943 eV. Its orbital gap (alpha / beta) is 0.211 / 0.211 hartree.


(2)
Entry from the OMol25 dataset: an isolated molecule of C17H21N3O4S (ωB97M-V/def2-TZVPD).

```
! RIJCOSX wB97M-V def2-TZVPD def2/J DEFGRID3
* xyz 0 1
C -3.123 0.400 0.911
C 4.714 1.556 -1.058
C 3.323 -1.462 -0.692
O 5.654 1.646 -0.009
H 3.990 0.084 -2.484
O -0.214 -0.062 0.824
H -3.365 1.871 -2.108
C 1.001 -0.637 0.828
C 4.760 0.173 -1.718
H 4.387 0.827 1.398
C -6.084 -1.538 -0.460
C -2.835 1.261 -0.138
C -7.373 -0.880 0.037
H -2.547 0.407 1.823
H 3.702 1.736 -0.668
S 1.175 -2.340 0.712
C 5.478 -0.734 0.375
C 2.986 -2.321 0.531
H -5.218 0.251 -2.313
H -7.265 -0.575 1.075
C -4.635 0.290 -1.404
H 6.148 0.814 1.754
O -1.849 2.218 -0.144
N 1.367 1.446 0.980
C -4.931 -0.580 -0.361
C -4.163 -0.507 0.790
H -4.371 -1.174 1.614
H -8.208 -1.572 -0.038
H -7.599 0.003 -0.557
C 5.392 0.677 0.979
O 2.545 -1.397 -1.623
H -1.496 2.285 1.900
N 1.960 0.236 0.933
H -6.216 -1.850 -1.498
C 0.092 1.257 0.917
H -0.459 3.275 0.838
H 3.289 -3.355 0.370
C -0.963 2.311 0.939
N 4.515 -0.836 -0.700
H 6.475 -0.875 -0.059
H 5.322 -1.496 1.134
H 4.978 2.335 -1.774
H -5.880 -2.427 0.140
H 5.746 -0.002 -2.158
H 3.395 -1.937 1.460
C -3.602 1.197 -1.300
*
```

The LUMO energy comes out at 0.581 eV. Its orbital gap is 0.332 hartree. Its SMILES is CCc1ccc(OCc2nnc(SCC(=O)N3CCOCC3)o2)cc1.


(3)
Entry from the OMol25 dataset: a structure of composition C10H15N5 (ωB97M-V/def2-TZVPD).

```
! RIJCOSX wB97M-V def2-TZVPD def2/J DEFGRID3
* xyz 0 1
H -13.447 2.212 6.194
C -11.143 2.674 9.742
C -9.840 0.205 4.799
N -8.696 0.067 7.080
H -9.368 1.096 4.385
H -12.518 1.777 10.981
H -11.843 -3.082 8.112
H -13.823 0.517 6.035
H -9.713 -0.668 4.158
H -11.464 0.605 10.195
N -11.472 -0.420 6.344
C -11.001 -2.485 7.762
C -11.726 2.310 4.057
H -11.401 2.918 2.103
C -9.188 0.129 6.072
H -10.288 -2.295 8.564
H -13.127 2.902 2.515
H -10.706 1.554 11.399
N -10.852 3.488 8.986
N -11.430 1.719 5.053
C -12.889 0.972 7.849
C -11.496 1.595 10.649
H -10.907 0.396 4.908
C -12.127 3.126 2.888
H -10.523 -3.193 7.085
H -12.167 0.998 5.864
C -13.078 1.212 6.422
C -11.290 -1.295 7.039
H -12.084 4.176 3.175
N -12.646 0.760 8.942
*
```

The LUMO energy comes out at 0.373 eV. Its orbital gap is 0.344 hartree.


(4)
Entry from the OMol25 dataset: a structure of composition C18H25NO2PPdS2 (ωB97M-V/def2-TZVPD).

```
! RIJCOSX wB97M-V def2-TZVPD def2/J DEFGRID3
* xyz -2 2
H -2.660 0.939 -2.768
S -0.725 -0.852 -1.985
H 1.711 -2.044 -3.200
H -0.832 0.335 2.769
O -0.171 3.013 1.739
H 3.004 -3.212 0.706
H -1.164 -0.139 1.075
C 1.939 0.565 0.093
S -2.053 -2.764 0.356
H -2.495 0.233 2.133
H 1.123 -0.878 1.470
H 3.463 3.399 1.105
H -2.633 2.883 3.433
H -4.823 -2.594 -0.153
C 2.606 1.771 -0.027
O 1.699 0.259 3.638
C 3.202 -2.954 -0.331
C -1.928 2.313 -0.271
C 2.493 -2.308 -2.493
H 2.846 2.379 3.309
C -2.827 2.981 2.364
H -2.901 1.838 -0.404
C 2.958 2.443 1.134
H 4.038 -2.017 -3.960
H -4.601 -1.097 0.733
C 1.649 0.059 1.344
H -3.764 2.477 2.119
C 3.814 -2.287 -2.930
H 5.322 -3.183 -0.045
Pd 0.136 -2.595 -0.545
C 4.851 -2.605 -2.060
C 2.642 1.908 2.360
C -4.444 -1.572 -0.244
P -1.424 2.255 1.453
H 5.884 -2.585 -2.392
C -2.974 -1.604 -0.600
C -2.438 -0.824 -1.561
H -1.961 3.351 -0.607
H -4.154 0.491 -1.937
C -1.466 0.517 1.898
H -5.057 -1.048 -0.980
C -3.266 0.093 -2.437
C 2.117 -2.641 -1.175
C 4.530 -2.939 -0.749
H -2.903 4.040 2.116
H -3.599 -0.429 -3.343
N 1.995 0.724 2.468
H 1.610 -0.020 -0.756
H -1.202 1.744 -0.860
H 2.835 2.181 -1.001
*
```

The LUMO energy (alpha / beta) comes out at 4.961 / 4.958 eV. Its orbital gap (alpha / beta) is 0.167 / 0.182 hartree.


(5)
Entry from the OMol25 dataset: a cluster of 4 separate species, C26H34ClN6O6 in total (ωB97M-V/def2-TZVPD).

```
! RIJCOSX wB97M-V def2-TZVPD def2/J DEFGRID3
* xyz 1 1
H 1.401 4.189 -3.112
H -0.953 -0.908 5.002
O -2.216 -0.618 -1.230
H 1.032 3.438 -4.652
C 5.353 1.209 -2.724
H 3.537 2.973 -3.259
H 1.637 2.030 -2.046
C -6.537 0.855 -0.199
H -5.773 0.587 -2.193
C -3.269 -3.947 5.603
C -1.604 -1.752 5.176
H -2.129 1.841 -3.270
C -1.213 2.046 -2.731
N 5.512 2.213 -1.677
H 3.415 0.743 1.778
C 0.922 3.328 -3.574
C -3.712 -2.824 4.933
N -5.090 -2.820 4.409
H -4.793 0.253 2.650
O -3.536 -0.092 -2.827
H -3.295 -0.860 4.195
O -5.460 -1.842 3.784
H 3.923 0.049 -3.824
H 3.110 2.084 -4.702
C 4.794 -2.853 1.466
C -0.568 3.359 -3.226
C -1.132 -2.872 5.848
N 2.261 -0.970 3.443
H 3.442 0.463 -2.180
C 3.328 -1.276 2.470
H 5.907 1.548 -3.599
O -5.773 -3.796 4.604
H -1.130 3.704 -4.088
H -7.513 1.178 -0.530
C 3.086 2.043 -3.611
C -6.254 0.762 1.159
C 3.806 -2.569 2.395
H -1.485 2.161 -1.685
N 0.474 0.961 -5.036
H -0.517 0.845 -5.199
C -4.030 0.002 0.677
H 5.836 0.286 -2.395
C 1.634 2.066 -3.145
H -1.594 -4.831 6.591
C -2.908 -1.722 4.716
H -7.017 1.008 1.885
H 5.196 0.227 0.118
C 5.287 -1.851 0.642
N -0.388 0.774 -2.803
C -5.573 0.526 -1.134
H 3.407 -3.333 3.046
C -4.337 0.109 -0.670
C 4.797 -0.556 0.748
C -5.004 0.340 1.596
H 0.921 0.242 -5.586
H -1.006 0.025 -3.123
C 3.808 -0.257 1.670
H -3.056 -0.338 0.994
H 5.182 -3.860 1.391
O 1.825 0.164 3.464
Cl -0.908 4.591 -1.971
H 6.064 -2.077 -0.076
H 5.337 3.146 -2.016
N -3.306 -0.226 -1.636
C 0.857 0.851 -3.639
C 3.909 0.861 -3.092
H -0.110 -2.894 6.199
H 1.409 -0.068 -3.441
H 4.895 2.037 -0.897
C -1.963 -3.961 6.065
H -0.128 0.499 -1.859
O 1.905 -1.856 4.184
H -3.931 -4.785 5.753
*
```

The LUMO energy comes out at -3.696 eV. Its orbital gap is 0.294 hartree.


(6)
Entry from the OMol25 dataset: a cluster of 2 separate species, C8H13NP in total (ωB97M-V/def2-TZVPD).

```
! RIJCOSX wB97M-V def2-TZVPD def2/J DEFGRID3
* xyz 1 3
C -0.533 -0.754 0.398
C 2.154 1.039 0.125
H 2.206 0.903 -0.930
H 2.959 1.404 0.670
P 1.098 -1.226 0.897
C -2.265 0.281 -0.963
H 0.959 2.001 1.350
H 0.921 2.875 -0.055
H 1.514 -3.292 -0.338
N 0.958 1.941 0.391
H -1.176 -1.677 2.230
H 2.713 -1.920 -0.727
C -3.183 -0.166 -0.022
C -2.852 -0.761 1.148
H -0.127 0.158 -1.599
H 1.230 -1.721 -1.478
C 1.680 -2.156 -0.553
H 0.144 1.463 0.191
C -1.510 -1.007 1.376
H -4.185 0.153 -0.182
H -2.626 0.895 -1.749
C -0.894 -0.026 -0.770
H -3.431 -0.794 2.030
*
```

The LUMO energy (alpha / beta) comes out at -3.201 / -6.402 eV. Its orbital gap (alpha / beta) is 0.261 / 0.232 hartree.


The calculation returns the following max |F| values, one per record and in order: 0.061 0.030 0.210 0.003 0.008 0.064 hartree/bohr.